Record 1
105
Properties=species:S:1:pos:R:3:forces:R:3 method="wB97M-V/def2-TZVPD" max_force_ev_per_a=1.8 total_energy_ev=-46524.373 lumo_energy_ev=0.459 gap_ev=10.199 e_homo_ev=-9.74 smiles=CC(C)O.CC(C)O.CC(C)O.CC(C)O.CC(C)O.CC(C)O.CC(C)O.CC(C)O.CCO
H 8.490765 -0.649066 -11.593566 -0.01 -0.19 -0.16
H 8.715479 -0.901521 -16.697649 -0.40 -0.19 -0.22
H 9.117899 2.009592 -10.865943 0.31 -0.24 0.15
H 6.065525 -1.921990 -8.824660 0.28 -0.07 0.20
H 3.538295 -5.412075 -12.777772 0.09 -0.04 -0.08
H 7.963401 -2.976452 -10.961482 0.10 -0.05 0.17
H 1.994947 -5.612988 -13.571105 0.07 -0.15 -0.22
C 7.654592 -2.162861 -10.283752 0.31 -0.39 -0.70
H 5.589888 -6.234534 -15.738069 0.05 0.08 -0.03
H 10.127422 -5.170856 -20.244143 -0.10 0.01 -0.19
H 7.741304 0.933970 -14.516225 -0.11 -0.10 -0.14
H 5.975944 2.502725 -18.228758 0.00 0.05 0.02
H 6.396027 -0.954734 -17.517367 0.17 0.12 -0.15
C 6.222595 4.375840 -13.574821 -0.65 0.58 -0.70
H 7.978902 2.409762 -21.482318 0.10 -0.14 0.15
H 10.754805 6.279675 -16.322206 -0.05 -0.07 -0.28
C 6.588992 -0.445256 -16.571431 0.01 -0.69 0.07
H 11.211778 4.901142 -10.678896 0.01 -0.08 0.10
H 6.797340 -1.064031 -11.982490 0.11 -0.17 -0.06
H 11.737333 4.039011 -17.749449 0.04 -0.28 0.16
H 4.498989 1.877313 -18.959502 0.16 -0.31 -0.16
C 10.002435 3.760205 -11.678595 -0.88 -0.83 -0.48
H 8.415499 -0.656005 -14.342881 0.51 -0.11 -0.08
H 2.187586 -3.327022 -12.685278 0.06 -0.08 0.04
H 12.309828 -3.496152 -20.672215 -0.13 -0.02 -0.02
H 9.465858 5.942881 -15.226878 -0.25 -0.06 -0.05
H 6.228226 -6.429909 -17.362996 0.32 0.10 -0.05
O 10.964500 3.970875 -10.663811 0.15 0.27 -0.11
O 6.967916 0.633291 -19.682195 -0.15 0.01 -0.44
H 7.835434 -4.285650 -17.232793 0.40 -0.10 0.00
C 8.458587 0.232038 -14.969206 -1.25 1.32 0.10
C 6.419954 -2.660005 -9.548066 -0.36 0.74 -0.32
O 1.993764 -3.141116 -14.725834 -0.15 0.18 -0.32
O 8.733773 3.650387 -16.295686 0.02 0.19 0.32
O 9.939204 -4.603494 -21.005714 0.29 -0.18 0.41
H 4.268159 4.808258 -14.554105 0.19 0.11 0.12
H 9.380397 0.812640 -14.935079 0.39 -0.63 0.01
H 3.920560 -1.768565 -13.520401 -0.24 -0.03 -0.16
H 7.900468 0.990903 -18.080256 0.07 -0.34 0.17
H 8.649339 -4.013943 -15.611740 0.26 0.09 -0.53
H 9.034051 2.024853 -12.584683 0.17 0.22 -0.17
H 5.779796 4.177898 -12.593052 0.42 -0.35 0.05
H 11.703935 -3.484708 -19.031226 -0.34 -0.13 -0.03
O 8.673408 -1.959371 -9.310154 -0.07 0.00 0.18
H 5.741493 1.547735 -21.101759 0.16 -0.10 -0.06
H 7.650202 5.888887 -13.008573 -0.10 0.13 0.19
C 5.422834 2.421391 -19.167598 -0.10 0.39 0.31
H 6.639062 -3.606467 -9.061657 -0.03 0.02 0.13
H 8.108253 -2.999949 -20.040968 0.04 0.00 -0.04
C 10.177925 -3.262974 -20.596087 -0.78 0.66 0.27
C 6.713877 5.822193 -13.560791 -0.24 0.12 -0.57
H 4.638004 -3.001169 -14.531701 -0.15 -0.29 -0.07
H 10.602017 1.653954 -11.810467 0.06 0.04 0.03
C 6.336370 1.809698 -20.221717 -0.27 0.54 0.39
H 9.040464 4.234803 -11.448312 0.16 0.25 0.10
C 5.115874 4.118122 -14.611121 -0.14 -0.04 0.20
C 11.550626 -3.046093 -20.022961 1.29 -0.25 -0.06
H 6.892510 6.199340 -14.574378 0.17 -0.26 -0.05
H 5.112404 3.432998 -19.443281 0.09 -0.06 -0.11
C 7.811115 -4.453311 -16.156959 -0.13 0.61 0.37
H 9.084760 6.085892 -16.956097 0.03 -0.03 -0.11
H 6.305622 -1.182080 -15.814086 -0.09 0.23 0.14
H 5.953130 6.500220 -13.166018 0.12 -0.11 0.32
H 5.517188 4.151046 -15.626431 0.08 0.07 0.02
H 11.850406 -2.001153 -19.923463 -0.41 0.12 -0.08
C 10.666008 3.831979 -17.715163 -0.05 0.69 -0.45
H 10.445579 2.799485 -17.985803 0.28 -0.14 0.26
H 4.668391 -3.116294 -12.756587 0.00 -0.28 -0.09
H 6.509863 -7.665338 -16.134360 0.05 0.00 -0.04
H 9.308271 -1.323590 -9.651652 0.04 -0.03 -0.03
H 5.929669 0.420758 -16.527625 0.08 0.09 0.25
H 10.246577 4.442785 -18.523717 -0.17 0.00 0.13
H 7.644182 -5.960336 -14.691920 0.29 -0.03 -0.04
C 10.043767 4.229404 -16.380643 -0.53 -0.11 -0.58
C 9.700670 2.261957 -11.755056 -0.37 0.31 0.24
C 2.729310 -3.589129 -13.602117 0.70 -0.42 -0.21
C 9.816139 5.723238 -16.237740 0.61 0.10 0.58
H 7.184753 -0.072239 -10.591233 -0.03 -0.05 0.02
H 8.165643 2.893473 -19.793122 -0.08 0.01 0.10
C 6.454769 -6.587671 -16.307295 -0.18 -0.10 0.20
H 6.946133 -3.884588 -15.802076 -0.19 -0.34 0.07
H 10.296322 4.138912 -12.664435 0.36 0.03 0.12
H 3.479887 -5.410683 -14.559424 -0.04 0.05 -0.08
H 8.968826 -7.420570 -15.796340 -0.09 -0.03 0.00
H 1.141743 -3.587150 -14.763029 0.06 -0.04 0.08
H 10.067850 -2.686138 -21.518430 0.10 0.01 0.04
H 10.682731 3.882655 -15.559891 -0.12 -0.13 0.05
C 7.444220 2.776287 -20.602750 0.24 -0.18 -0.56
C 2.960732 -5.107486 -13.653072 -0.46 0.44 0.61
H 5.571143 -2.787161 -10.225974 0.20 -0.22 -0.18
O 7.277261 3.476899 -13.821430 0.24 -0.29 0.54
C 9.094684 -2.792939 -19.617473 -0.41 -0.07 -0.19
H 8.718572 2.751558 -16.666281 0.04 -0.21 0.09
H 6.329254 -0.085406 -19.738473 0.11 -0.06 0.14
O 8.896166 -6.568307 -16.233403 0.34 0.21 -0.19
H 7.712280 3.685142 -14.666886 -0.03 0.02 -0.11
H 7.074334 3.760988 -20.888354 -0.22 -0.03 0.22
C 4.056784 -2.848953 -13.621923 0.11 0.68 0.49
C 8.051243 -0.075549 -16.401614 0.67 -0.33 -0.18
H 4.715982 3.117546 -14.436915 0.04 -0.05 -0.11
H 9.138717 -3.316533 -18.660441 0.25 -0.07 -0.03
C 7.727669 -5.905953 -15.788467 -1.16 -0.48 0.26
H 9.133980 -1.721674 -19.407886 0.21 0.01 -0.08
C 7.522228 -0.934283 -11.177822 -0.55 0.45 0.70
O 8.397450 1.027355 -17.241944 -0.01 0.55 0.04

=====

Record 2
111
Properties=species:S:1:pos:R:3:forces:R:3 method="wB97M-V/def2-TZVPD" max_force_ev_per_a=0.7 total_energy_ev=-230742.436 lumo_energy_ev="-0.598 / -0.355" gap_ev="6.540 / 6.762" e_homo_ev="-7.14 / -7.12" multiplicity=2
H 6.001867 -2.379979 3.598709 0.00 0.00 0.00
H 5.481443 4.125457 0.924135 0.00 0.00 0.00
H -0.038541 -2.055638 -4.266249 -0.03 -0.06 0.07
C -1.183018 0.286064 5.655967 -0.01 0.00 -0.01
C -5.695075 -1.236568 2.136733 -0.02 0.00 -0.02
H 0.681506 -2.773761 0.680700 -0.02 0.04 -0.01
H 4.012767 -3.762968 3.071811 0.00 0.00 0.00
C 4.353963 -0.311711 -4.403181 0.00 -0.01 -0.01
C -0.632159 -0.922366 5.259839 -0.01 0.01 -0.01
C 4.703711 3.558252 0.429076 0.00 -0.02 -0.01
C -1.254168 3.240306 -4.036561 0.01 0.00 0.02
C -4.315445 -1.247413 2.210561 0.02 0.01 0.00
H 3.942575 0.389338 -0.459214 0.00 0.00 0.01
H -3.931143 -1.314250 -2.177062 0.04 -0.02 -0.01
C 2.784831 -0.738430 2.156078 0.01 0.02 -0.06
H 5.889218 0.077143 3.271453 0.00 0.00 0.00
H 3.852293 1.106421 2.355161 0.00 0.00 0.01
H 3.980161 -1.359031 -6.237059 0.00 0.00 0.00
H -1.217806 -4.825994 -2.621278 0.00 0.02 -0.01
C -0.028405 -3.448839 1.133868 0.08 -0.01 0.06
C -1.924020 1.030653 4.748344 0.00 0.00 0.01
H 1.671055 3.978073 -1.008176 0.00 0.00 0.01
C -5.527914 -1.076195 -0.246525 0.03 0.01 -0.04
C 1.618327 -0.292462 -4.070228 0.03 0.03 0.00
H 5.428138 -0.304317 -4.535485 0.00 0.00 0.00
C -0.875227 4.712859 1.527279 -0.02 0.02 -0.03
C 2.565578 3.474388 -0.668918 0.03 0.01 0.01
H 4.454516 0.777514 -2.572026 0.01 0.00 0.00
H -3.220505 -3.528309 2.242906 0.00 0.01 -0.01
C -0.878891 -2.334598 -3.636999 0.01 -0.06 -0.03
P -1.673107 -1.195342 1.297969 -0.10 0.07 0.09
H -1.172045 -4.405265 -0.905033 0.01 -0.02 0.07
H 1.694772 -2.507435 -2.353516 0.01 0.08 -0.04
Br -1.857650 1.098316 -2.355690 -0.14 0.02 -0.15
H 1.975680 -2.725684 2.232221 -0.06 -0.03 -0.02
C 2.163628 -0.879695 -5.198351 0.01 -0.01 0.01
C -6.302111 -1.137547 0.890617 0.00 -0.01 0.02
O -0.599001 -1.868747 -1.208049 -0.11 0.27 0.12
H -3.731621 2.927640 1.184015 0.00 0.00 0.00
H -2.463655 -1.425356 -1.333000 -0.01 -0.15 -0.05
C -1.898313 -5.202075 2.177433 0.03 -0.01 0.00
H -1.041129 0.644290 6.667638 0.00 0.00 0.00
F 1.665193 5.016060 -5.175618 0.00 0.00 0.00
C -2.102023 0.577696 3.451047 0.04 -0.01 0.00
H 1.153526 -4.005887 -3.125097 0.00 0.00 0.01
C -2.225239 -3.866916 1.988707 0.00 -0.01 -0.02
C 3.802359 0.288888 -3.279275 -0.02 -0.08 0.04
H -0.731751 6.666681 2.396339 0.00 0.00 0.00
C 0.896212 4.158816 -4.509812 -0.02 0.01 -0.01
H 5.721337 1.677434 0.623279 0.00 0.00 0.00
C 4.843791 2.191342 0.251933 0.01 0.02 -0.02
C 2.713184 2.105971 -0.873714 0.02 -0.02 0.00
C 3.842458 1.465090 -0.376785 -0.01 0.01 -0.01
N -3.408593 -1.038013 -1.359721 0.08 -0.12 -0.02
C 3.541454 -0.899365 -5.360973 0.02 0.00 0.00
P 1.468836 1.121903 -1.767437 -0.12 0.13 0.08
H -1.545802 -1.477125 -3.557317 -0.04 0.01 0.03
H -2.639091 -5.883168 2.576065 0.00 0.00 0.00
C -0.469895 4.154742 -4.715632 0.01 0.00 -0.01
C 3.897413 0.035301 2.491487 0.00 -0.02 0.05
C 0.309969 -4.777934 1.344542 0.01 0.04 -0.02
C -3.087790 3.756962 1.449117 0.00 0.00 0.02
H -5.995623 -1.000528 -1.221817 0.00 0.00 0.00
H 3.428515 5.259314 0.130243 0.00 0.00 0.00
C -1.531354 -0.625907 3.038030 0.02 -0.02 -0.01
F -2.566564 3.232104 -4.275791 0.00 0.00 0.00
H -0.054729 -1.515058 5.957765 0.00 0.00 0.00
C 5.105772 -1.920715 3.201890 0.00 -0.01 0.01
C -3.499380 -1.176450 1.073686 -0.02 0.05 0.08
C 1.454948 3.258686 -3.619633 0.01 0.00 0.01
H -3.854941 -1.312682 3.186724 0.00 0.00 -0.02
H -3.156458 6.843476 2.831978 0.00 0.00 0.00
H -4.665188 4.984025 2.223717 0.00 0.00 0.00
H -6.286514 -1.298427 3.039994 0.00 0.01 0.00
C 5.042849 -0.547974 3.013245 -0.01 0.01 -0.01
C 3.994854 -2.693620 2.899060 0.00 -0.01 0.00
C -1.391217 5.853166 2.122908 0.01 0.00 0.00
C -1.161034 2.428134 0.582136 0.03 0.07 -0.01
C -4.128566 -1.109776 -0.180031 0.04 0.01 0.04
Se 1.234104 0.288941 1.655129 -0.07 -0.16 0.04
C -1.371180 -4.019829 -1.900051 0.03 0.08 0.04
H -0.355152 -2.313726 3.667184 0.00 0.01 0.00
C -0.807596 -1.375512 3.960461 0.04 -0.01 0.00
F -1.019118 5.008819 -5.571613 0.00 0.00 0.00
H -7.381237 -1.111974 0.806438 0.00 0.00 0.00
C -1.724241 3.664076 1.192467 -0.01 -0.01 0.00
C -1.289620 -2.974986 1.468870 -0.14 -0.03 -0.06
C -0.683099 2.353403 -3.142181 0.01 0.02 0.03
C -2.754336 5.950426 2.370768 -0.01 0.00 0.00
C -3.603019 4.904632 2.031724 0.01 0.01 0.01
Ru -0.281234 -0.042892 -0.341103 0.11 -0.65 -0.12
O -0.039957 2.442144 0.033694 0.11 0.25 0.13
H 1.516577 -1.320940 -5.946281 0.00 0.00 0.00
F 2.784062 3.284079 -3.505917 0.00 -0.02 -0.04
H 1.223389 -3.894212 -1.361121 0.01 0.01 0.01
C -0.446274 -2.837037 -2.239528 0.12 0.02 -0.03
H 1.302184 -5.125489 1.082348 0.00 -0.01 0.00
C -0.626028 -5.659812 1.863124 -0.03 0.00 0.02
C 0.996505 -3.339957 -2.272841 -0.01 0.01 0.01
C 2.423745 0.279663 -3.091647 0.03 0.11 -0.07
H 0.183714 4.612814 1.325673 0.00 0.00 0.00
H -2.366938 1.972296 5.048100 0.00 0.00 0.00
O -1.827028 1.356640 0.634340 0.06 0.07 -0.07
H -2.685794 1.161598 2.756470 -0.01 0.02 -0.03
C 0.686214 2.358281 -2.891264 0.00 0.00 -0.01
H -0.369558 -6.700759 2.013435 0.00 0.00 0.00
H -1.413516 -3.123355 -4.169751 -0.02 0.00 0.02
C 3.554042 4.194508 -0.019519 -0.02 0.00 0.00
H -2.420522 -3.720854 -1.951385 -0.01 0.04 0.02
H 0.545341 -0.256633 -3.941069 0.00 0.02 -0.05
C 2.839571 -2.107354 2.399844 0.00 -0.02 -0.07

=====

Record 3
71
Properties=species:S:1:pos:R:3:forces:R:3 method="wB97M-V/def2-TZVPD" charge=+3 max_force_ev_per_a=1.6 total_energy_ev=-61672.508 lumo_energy_ev="-9.645 / -10.030" gap_ev="6.249 / 6.059" e_homo_ev="-15.89 / -16.09" multiplicity=2
H -1.027220 -0.631098 5.367936 0.02 0.00 0.00
C -0.792938 -0.415245 3.237889 0.00 0.04 0.04
C 5.390612 3.322463 0.798150 0.04 -0.04 -0.08
C 0.503343 -4.171874 -1.941497 -0.04 -0.07 0.01
C 0.111082 -3.030024 -1.279757 0.00 -0.08 -0.04
H 0.190162 -6.276390 -2.258922 0.00 0.00 0.01
C -1.947516 -0.223711 -3.976433 0.10 0.00 0.19
H -1.720681 0.119471 -6.067946 0.02 0.00 0.00
C 1.517393 -1.892770 3.515048 -0.03 0.01 0.10
C 1.087323 -1.432006 2.308516 -0.11 0.15 -0.09
C 0.597042 0.960109 -3.739312 0.02 -0.03 0.14
C -0.410538 -0.866520 4.510020 -0.08 0.07 -0.10
C -2.454951 -2.534130 1.177223 0.20 0.16 -0.04
H 3.899271 1.593921 -2.333061 0.02 -0.01 0.00
H 1.318887 -4.126759 -2.650397 0.00 0.00 0.00
H -2.919512 -0.683721 -4.074540 0.01 0.01 -0.01
C 2.178589 1.658411 -0.197210 0.43 -0.08 -0.47
H -3.360781 -1.780579 -2.037801 -0.05 -0.01 0.02
C -3.592742 1.939845 2.556688 0.03 -0.03 -0.02
H 3.762054 3.421697 2.873502 -0.04 0.01 0.00
C -0.946532 -3.138492 -0.372343 0.03 0.21 0.16
C -1.577508 -4.358796 -0.144872 0.10 -0.13 -0.11
C -4.201055 2.754974 1.637261 -0.04 0.04 0.00
C -3.762211 2.732986 0.309759 -0.01 0.03 0.01
C 5.592696 2.602898 -1.483271 -0.09 -0.02 -0.01
C -3.271092 -0.819466 -1.536763 0.24 0.07 -0.05
H 2.431288 -2.463989 3.586421 -0.01 0.00 0.01
H 5.805960 3.806737 1.672950 -0.03 0.00 0.01
Re -0.654458 -0.183983 0.232266 -0.14 0.99 -0.41
C -1.180692 -5.516400 -0.822466 -0.04 0.06 0.06
C -0.141137 -5.401608 -1.716080 0.07 0.02 -0.07
H 7.137372 3.625689 -0.395452 0.00 -0.01 -0.02
C 4.305964 2.077121 -1.455933 0.11 -0.06 -0.07
H -2.435318 0.407181 4.024315 0.00 -0.01 0.02
C -2.761662 1.872469 -0.030571 0.22 -0.07 0.08
S -2.818116 -4.170272 1.043458 -0.13 -0.12 0.08
C 1.997606 2.520943 2.114413 0.03 0.14 -0.11
N 1.632838 1.137071 -1.249605 -0.56 0.03 0.41
H -3.594971 -0.882865 -0.508365 -0.05 0.00 0.06
H 1.404203 2.665522 3.006565 0.03 0.03 -0.01
C 3.295375 2.947324 2.016661 0.08 -0.02 -0.03
H -2.360513 1.840175 -1.033572 -0.03 0.02 -0.01
H 0.511347 1.155074 -5.860384 -0.01 0.00 0.00
H -4.995842 3.420748 1.946877 0.00 0.00 -0.02
H -3.888460 1.955231 3.597698 -0.01 0.01 -0.01
H 6.175996 2.533350 -2.391597 0.00 0.00 0.00
N -1.984881 0.282661 3.129360 -0.04 0.07 0.00
C -1.263190 0.225536 -5.093815 0.07 0.05 -0.12
N -1.476736 -2.096483 0.408298 -0.13 -0.71 -0.12
H -4.184460 3.386102 -0.440335 -0.01 0.00 0.01
C 1.423816 1.863141 1.018344 -0.24 -0.04 0.34
C -0.078200 0.509671 -2.607036 0.00 0.04 0.10
C 6.135526 3.220465 -0.361713 0.06 0.03 0.05
H 0.618929 -2.088816 -1.476001 -0.06 0.00 0.02
C 4.092221 2.804548 0.836130 -0.11 0.08 0.18
O 0.209379 1.459304 1.063751 0.37 0.48 0.50
C -2.557948 1.090980 2.149607 0.10 -0.03 0.07
O -1.858782 -0.442563 -1.520103 -0.45 0.09 -0.22
N -2.171601 1.027101 0.867361 -0.92 -0.11 0.54
C 0.738819 -1.600187 4.644878 0.09 -0.06 0.02
C -0.004313 0.810066 -4.974996 -0.08 -0.04 -0.04
C 3.548197 2.172352 -0.300065 -0.10 0.00 0.11
C -1.324048 -0.055323 -2.752858 0.00 -0.20 -0.01
H -2.991741 -1.886643 1.857737 -0.01 -0.02 -0.02
H 1.640848 -1.616000 1.394106 0.00 -0.03 0.00
N 0.390925 0.605327 -1.245905 1.00 -0.42 -1.17
H -1.667047 -6.467201 -0.651231 -0.01 0.02 0.01
H 1.041776 -1.948704 5.623793 0.01 0.00 -0.01
H 1.570370 1.413573 -3.647590 0.01 0.03 -0.01
H -3.825157 -0.044722 -2.060160 -0.04 -0.03 -0.02
N -0.052658 -0.694899 2.162977 0.18 -0.54 0.18